Entry from OMol25: a 2-piece molecular cluster, C2H3BrF2S overall at a distorted geometry (wB97M-V/def2-TZVPD).

```
9
Properties=species:S:1:pos:R:3:forces:R:3
C 0.21367 -0.01499 0.39591 -0.571 -3.152 2.909
C -1.20077 -0.51450 2.05111 2.963 1.371 -3.336
F -0.36173 -0.68212 3.07947 -0.967 0.480 0.426
F -2.07468 0.52034 2.20069 0.878 -1.327 0.460
S 0.28051 -1.32051 -0.75127 -1.821 0.187 -0.605
Br -1.92601 -2.14714 1.48754 -0.871 -0.295 0.482
H -0.28866 0.81373 0.06465 -0.596 2.257 -0.541
H 1.19321 -0.02214 0.89041 -0.600 0.808 0.065
H -1.07002 -1.17325 -1.13834 1.584 -0.328 0.140
```
Positions in Å, forces in eV/Å.

Summary:
- HOMO-LUMO gap: 0.3363 Ha
- Multiplicity: 1
- Energy relative to the best compared isomer or geometry (same formula, charge and spin): 1.939 eV